{
  "formula": "C8H10NO",
  "method": "the ωB97M-V functional and the def2-TZVPD basis",
  "species": ["O", "N", "C", "C", "C", "C", "C", "C", "C", "C", "H", "H", "H", "H", "H", "H", "H", "H", "H", "H"],
  "coordinates": [[-2.89031, -1.42920, 0.90287], [0.27435, -0.24593, -0.38113], [-1.84124, 0.62717, 1.14528], [-0.52792, -1.34776, 0.25568], [-0.26844, 0.04969, -1.71232], [2.38374, 0.51064, 0.30220], [1.35004, 1.44626, 0.86328], [1.78586, -0.43032, -0.46900], [0.16304, 0.94028, 0.55990], [-1.85275, -0.82313, 0.89162], [-2.32461, 1.18043, 0.40511], [-0.87861, 0.87195, -1.68300], [0.17943, -1.71119, 0.99352], [-1.90821, 1.05660, 2.23169], [1.46710, 2.23384, 1.47913], [-0.70651, -2.10308, -0.58581], [2.09880, -1.36756, -0.96185], [-0.55219, -0.86410, -2.27501], [3.36623, 0.92452, 0.35261], [0.68220, 0.48088, -2.31477]],
  "atomic_forces_ev_per_a": [[1.0, -0.3, 0.4], [0.8, 0.7, 1.6], [4.9, 1.9, 2.5], [0.5, -1.3, -0.9], [4.7, -0.3, -3.1], [-1.8, 1.1, -1.4], [-1.2, -3.8, -1.9], [-0.1, -0.5, 1.3], [-4.1, -1.0, 0.4], [-0.4, -0.2, -1.6], [-1.1, 0.9, -0.9], [-2.2, 1.4, 0.1], [-0.4, -0.6, 0.4], [0.0, -1.0, -2.2], [0.8, 2.5, 1.9], [0.0, 0.7, 1.7], [0.1, 1.0, 0.1], [-0.3, 0.8, 0.7], [0.9, -1.0, 0.0], [-2.2, -0.9, 1.1]],
  "charge": 1,
  "max_force_ev_per_a": 5.87,
  "lumo_ev": -4.173,
  "homo_energy_ev": -14.01,
  "orbital_gap_ev": 9.841,
  "e_tot_ev": -11983.7771
}